[1]
Density functional theory data (ωB97M-V/def2-TZVPD) for a gas-phase ion, C3H6NO3S (charge -1) in a non-equilibrium geometry.

```
14
Properties=species:S:1:pos:R:3:nbo_charge:R:1
C 1.03 0.28 -0.48 -0.4271
C 0.18 -1.02 -0.75 -0.2289
C 1.60 0.22 0.92 -0.0323
N -0.79 -1.24 0.20 -0.9539
O -2.39 0.14 -1.11 -1.0384
O -1.74 1.13 1.29 -1.0166
O 2.74 -0.14 1.20 -0.2972
S -2.10 -0.39 0.23 1.5591
H 1.73 0.40 -1.18 0.1845
H 0.41 1.11 -0.34 0.2320
H -0.28 -0.87 -1.73 0.1769
H 1.01 -1.70 -1.01 0.1650
H 0.92 0.32 1.74 0.2381
H -2.31 1.76 1.03 0.4387
```

energy relative to the best compared isomer or geometry (same formula, charge and spin)	65.9	kcal per mole
gap between HOMO and LUMO (spin up / spin down)	5.880 / 5.865	eV
largest force on an atom	5.43	eV/A
E_tot	-796.41837	hartree
charge	-1
spin multiplicity	3

[2]
Density functional theory data (ωB97M-V/def2-TZVPD) for a molecular structure, C3H6NO4Tl in a non-equilibrium geometry.

```
15
Properties=species:S:1:pos:R:3:nbo_charge:R:1
Tl 2.54 0.77 1.14 1.1320
C 0.74 -3.45 -0.43 -0.4575
C 1.46 -2.07 0.01 0.7308
O 0.70 -1.11 0.07 -0.2694
O 2.66 -2.13 0.15 -0.2661
H -0.20 -3.21 -0.92 0.2907
H 0.62 -4.20 0.36 0.3174
H 1.34 -3.86 -1.24 0.3037
C -1.58 3.40 0.10 -0.4872
N -1.21 1.96 0.21 0.5561
O -2.05 1.12 0.18 -0.1990
O 0.01 1.67 0.22 -0.4541
H -2.59 3.46 -0.29 0.2741
H -0.94 3.83 -0.66 0.2612
H -1.51 3.82 1.10 0.2674
```

gap between HOMO and LUMO	3.972	eV
largest force on an atom	4.93	eV/A
E_tot	-645.16027	hartree
charge	+2

[3]
Density functional theory data (ωB97M-V/def2-TZVPD) for 2 unconnected molecules or ions with the total composition C3H6NO5S2 in a non-equilibrium geometry.

```
17
Properties=species:S:1:pos:R:3:nbo_charge:R:1
C 1.19 -1.38 1.14 0.8974
C -1.13 -0.66 -0.64 -0.4071
C -1.17 0.65 -0.66 -0.5978
N 0.78 -1.57 2.46 -0.8723
O -0.08 2.91 -1.35 -0.9982
O 1.23 -2.35 0.40 -0.6820
O 1.24 0.81 -1.49 -0.9966
O -0.43 1.35 -3.15 -0.9716
O 1.52 -0.11 0.88 -0.7868
S -1.83 1.71 0.58 0.0949
S -0.05 1.48 -1.77 2.3755
H -1.67 -1.34 0.07 0.1791
H 1.42 0.33 -0.16 0.5387
H -0.69 -1.35 -1.46 0.2258
H 0.13 -2.35 2.47 0.3869
H 0.50 -0.66 2.74 0.3840
H -0.95 2.53 -0.04 0.2300
```

energy relative to the best compared isomer or geometry (same formula, charge and spin)	0.0	kcal per mole
gap between HOMO and LUMO (spin up / spin down)	4.989 / 7.426	eV
largest force on an atom	11.21	eV/A
E_tot	-1345.19015	hartree
charge	-1
spin multiplicity	3

[4]
Density functional theory data (ωB97M-V/def2-TZVPD) for C3H6NOP in the gas phase in a non-equilibrium geometry.

```
12
Properties=species:S:1:pos:R:3:nbo_charge:R:1
O 3.62 -0.96 0.24 -1.0258
P 2.25 -1.53 0.48 1.3886
N 1.06 -0.41 -0.04 -0.9479
C -0.36 -0.53 0.01 -0.0685
C -1.06 0.65 0.62 -0.4458
C -1.14 0.42 -0.89 -0.4255
H 1.46 0.51 -0.08 0.4065
H -0.63 -1.60 0.32 0.2324
H -0.55 1.60 0.98 0.2194
H -1.99 0.57 1.14 0.2200
H -2.03 0.03 -1.29 0.2199
H -0.63 1.27 -1.48 0.2267
```

energy relative to the best compared isomer or geometry (same formula, charge and spin)	8.0	kcal per mole
gap between HOMO and LUMO	9.748	eV
largest force on an atom	2.72	eV/A
E_tot	-589.23347	hartree
SMILES string	O=PNC1CC1

[5]
Density functional theory data (ωB97M-V/def2-TZVPD) for a molecular structure, C3H6NOP in a non-equilibrium geometry.

```
12
Properties=species:S:1:pos:R:3:nbo_charge:R:1
C 1.22 0.24 -0.24 0.2782
C -0.56 -1.19 -0.14 -0.2515
C -1.02 -0.09 0.90 -0.0901
N 0.70 -0.78 -0.64 -0.4116
O -0.10 0.96 0.94 -0.6569
P 2.51 1.47 -0.40 0.3295
H -0.58 -2.21 0.38 0.2054
H -1.21 -1.33 -0.99 0.2058
H -2.06 0.14 0.42 0.1651
H -1.11 -0.77 1.79 0.1621
H 1.40 2.46 -0.52 0.0570
H 2.70 1.21 -1.79 0.0069
```

energy relative to the best compared isomer or geometry (same formula, charge and spin)	67.4	kcal per mole
gap between HOMO and LUMO	9.972	eV
largest force on an atom	3.30	eV/A
E_tot	-589.13879	hartree

[6]
Density functional theory data (ωB97M-V/def2-TZVPD) for a molecular structure, C3H6NOP in a non-equilibrium geometry.

```
12
Properties=species:S:1:pos:R:3:nbo_charge:R:1
C 0.45 0.40 -0.46 -0.4390
C 0.76 -0.97 0.01 -0.3123
C -0.54 1.19 0.26 -0.7695
N -0.30 -1.91 -0.14 0.0107
O -1.51 -1.27 -0.02 -0.5789
P -2.36 0.73 0.18 0.7509
H 1.50 0.76 -0.38 0.2283
H 0.18 0.24 -1.54 0.2208
H 1.68 -1.40 -0.36 0.2124
H 0.84 -1.17 1.07 0.2157
H -0.18 1.15 1.33 0.2343
H -0.52 2.24 0.06 0.2266
```

energy relative to the best compared isomer or geometry (same formula, charge and spin)	130.7	kcal per mole
gap between HOMO and LUMO (spin up / spin down)	6.079 / 7.691	eV
largest force on an atom	4.98	eV/A
E_tot	-589.03797	hartree

[7]
Density functional theory data (ωB97M-V/def2-TZVPD) for a gas-phase ion, C3H6NOS (charge -1) in a non-equilibrium geometry.

```
12
Properties=species:S:1:pos:R:3:nbo_charge:R:1
O 0.82 -1.13 -2.57 -0.6706
C 0.87 -0.79 -1.40 0.5383
N -0.19 -0.95 -0.56 -0.6281
C -0.33 -0.36 0.77 -0.2306
C -0.41 1.15 0.83 -0.5356
S 0.95 2.10 -0.01 -0.7302
H 1.74 -0.40 -0.89 0.1457
H -1.05 -1.22 -1.01 0.3755
H 0.50 -0.70 1.39 0.1831
H -1.23 -0.77 1.24 0.1759
H -0.37 1.51 1.85 0.1933
H -1.30 1.57 0.36 0.1833
```

energy relative to the best compared isomer or geometry (same formula, charge and spin)	20.0	kcal per mole
gap between HOMO and LUMO	6.568	eV
largest force on an atom	1.91	eV/A
E_tot	-646.13388	hartree
charge	-1
SMILES string	O=CNCC[S-]

[8]
Density functional theory data (ωB97M-V/def2-TZVPD) for 2 unconnected molecules or ions with the total composition C3H6NOS4 in a non-equilibrium geometry.

```
15
Properties=species:S:1:pos:R:3:nbo_charge:R:1
C 0.91 -1.45 -1.46 -0.4595
C 1.01 -0.07 -0.94 -0.0796
C -1.21 0.28 -0.37 -0.5083
N 1.45 0.23 0.32 -0.2532
O 1.16 -0.59 1.48 -0.5901
S 0.34 -1.44 -3.00 -0.3199
S 1.42 -2.72 -0.56 -0.3510
S -2.18 -1.13 0.25 -0.0519
S -1.19 1.77 0.48 0.0019
H 1.11 0.75 -1.66 0.2235
H -1.58 0.42 -1.32 0.1948
H 1.53 1.18 0.68 0.3842
H 0.87 -1.43 1.11 0.4896
H -1.58 -1.97 -0.63 0.1837
H -1.24 1.33 1.82 0.1358
```

gap between HOMO and LUMO (spin up / spin down)	4.627 / 5.650	eV
largest force on an atom	3.89	eV/A
E_tot	-1840.51798	hartree
charge	-1
spin multiplicity	3

[9]
Density functional theory data (ωB97M-V/def2-TZVPD) for a gas-phase ion, C3H6NS3 (charge +1) in a non-equilibrium geometry.

```
13
Properties=species:S:1:pos:R:3:nbo_charge:R:1
C 0.86 0.59 0.95 -0.2413
C -0.23 1.39 1.28 -0.3662
C -0.36 -0.66 -0.84 -0.1429
N 0.79 0.10 -0.45 -0.6486
S -1.64 1.47 0.41 0.1989
S -0.91 -0.73 -2.50 0.1884
S -0.35 -2.12 0.20 0.1535
H 1.80 0.25 1.44 0.2698
H -0.33 1.80 2.31 0.2846
H 0.88 0.95 -1.21 0.4682
H 1.54 -0.63 -0.57 0.4617
H -2.16 -1.10 -2.33 0.1923
H 0.08 -1.32 1.31 0.1816
```

energy relative to the best compared isomer or geometry (same formula, charge and spin)	62.5	kcal per mole
gap between HOMO and LUMO (spin up / spin down)	7.061 / 6.433	eV
largest force on an atom	3.98	eV/A
E_tot	-1366.82048	hartree
charge	+1